The following is a quantum chemistry calculation of 2 unconnected molecules or ions with the total composition C9H14O, from OMol25.

Values from the calculation:
Electronic energy, eV: -11606.491
Orbital gap, eV: 9.87
Highest occupied orbital energy, eV: -9.1

Last column: Mulliken charge in e.
Atoms and positions in Å:
C -1.684 -0.342 1.439  -1.308
C -0.203 0.006 1.381  0.766
C 0.685 -1.101 1.265  -0.389
C 2.039 -0.886 1.149  -0.408
C 2.553 0.413 1.211  -0.574
C 1.722 1.448 1.601  -0.430
C 0.335 1.242 1.645  -0.373
H -2.075 -0.548 0.456  0.155
H -2.252 0.476 1.853  0.394
H -1.897 -1.301 1.928  0.323
H 0.382 -2.136 1.244  0.372
H 2.683 -1.761 1.093  0.367
H 3.597 0.697 1.077  0.361
H 2.136 2.416 1.804  0.376
H -0.226 2.090 2.026  0.335
C -0.836 -0.706 -1.693  -0.996
C -1.253 -0.513 -3.144  -0.283
O -1.947 0.678 -3.366  -0.540
H -0.234 0.143 -1.347  0.393
H -0.218 -1.613 -1.611  0.360
H -1.682 -0.982 -1.090  0.276
H -0.401 -0.511 -3.837  0.271
H -1.779 -1.446 -3.424  0.242
H -2.282 1.236 -2.655  0.310


The following is a quantum chemistry calculation of 2 unconnected molecules or ions with the total composition C9H14O, from OMol25.

Values from the calculation:
Electronic energy, eV: -11606.861
Orbital gap, eV: 9.93
Highest occupied orbital energy, eV: -9.1

Last column: Mulliken charge in e.
Atoms and positions in Å:
C 1.131 1.707 -0.876  -1.335
C -0.144 1.044 -1.250  0.607
C -0.098 -0.345 -1.486  -0.379
C -1.248 -1.083 -1.643  -0.485
C -2.507 -0.484 -1.601  -0.507
C -2.555 0.881 -1.414  -0.305
C -1.390 1.629 -1.227  -0.406
H 1.161 1.756 0.212  0.203
H 1.380 2.689 -1.303  0.375
H 2.082 1.238 -1.154  0.358
H 0.852 -0.852 -1.402  0.425
H -1.193 -2.168 -1.690  0.339
H -3.397 -1.090 -1.608  0.381
H -3.503 1.410 -1.386  0.347
H -1.501 2.701 -1.106  0.375
C 0.869 -0.595 3.369  -0.860
C 2.098 -1.320 2.826  -0.306
O 2.365 -1.015 1.442  -0.504
H 1.174 0.131 4.102  0.282
H 0.073 -1.257 3.716  0.318
H 0.369 -0.031 2.586  0.251
H 2.980 -0.982 3.321  0.286
H 2.023 -2.402 2.966  0.280
H 1.708 -1.531 0.942  0.262


The following is a quantum chemistry calculation of 2 unconnected molecules or ions with the total composition C9H14O, from OMol25.

Values from the calculation:
Electronic energy, eV: -11605.925
Orbital gap, eV: 8.86
Highest occupied orbital energy, eV: -8.1

Last column: Mulliken charge in e.
Atoms and positions in Å:
C 2.269 2.517 -0.563  -1.172
C 1.583 1.187 -0.490  0.508
C 1.423 0.495 0.659  -0.633
C 0.880 -0.751 0.657  -0.394
C 0.301 -1.261 -0.526  0.964
O -0.258 -2.473 -0.479  -0.589
C 0.272 -0.573 -1.741  -0.927
C 0.892 0.667 -1.704  -0.354
H 1.619 3.246 -0.030  0.288
H 2.544 2.474 -1.671  0.328
H 3.187 2.394 -0.019  0.346
H 1.934 0.998 1.544  0.237
H 0.792 -1.322 1.484  0.462
H -0.189 -2.849 0.440  0.339
H -0.176 -1.041 -2.621  0.392
H 1.209 1.258 -2.602  0.174
C -2.387 0.023 1.276  -0.410
C -3.710 0.118 1.989  -1.022
H -1.993 -1.073 1.215  0.093
H -2.321 0.524 0.285  0.282
H -1.465 0.499 1.778  0.196
H -3.995 0.972 2.558  0.345
H -3.733 -0.662 2.820  0.261
H -4.487 -0.166 1.305  0.286


The following is a quantum chemistry calculation of 2 unconnected molecules or ions with the total composition C9H14O, from OMol25.

Values from the calculation:
Net charge: +1
Electronic energy, eV: -11597.153
Orbital gap (spin up / spin down), eV: 10.12 / 6.37
Multiplicity: 2
Highest occupied orbital energy (spin up / spin down), eV: -14.1 / -14.3

Last column: Mulliken charge in e.
Atoms and positions in Å:
C 3.567 0.704 0.499  -1.127
C 2.167 0.459 0.708  -0.412
H 4.054 0.982 1.490  0.283
H 3.928 -0.251 0.026  0.274
H 3.925 1.374 -0.295  0.337
H 1.956 -0.412 1.411  0.270
H 1.680 1.295 1.011  0.429
H 1.574 0.133 -0.259  0.009
C 0.435 -1.773 -2.146  -1.668
C -1.117 -0.701 1.154  -0.295
C -1.570 0.621 0.717  0.516
C -0.236 -1.367 0.290  -0.130
C -0.174 -0.895 -1.053  0.441
C -1.343 1.237 -0.508  -0.772
C -0.677 0.326 -1.425  0.083
O -2.278 1.366 1.636  -0.445
H -1.290 -1.068 2.191  0.403
H 0.056 -2.434 0.599  0.356
H -1.799 2.148 -0.874  0.479
H -3.143 1.022 1.780  0.355
H 1.352 -2.126 -1.840  0.384
H 0.347 -1.386 -3.068  0.480
H -0.593 0.813 -2.437  0.311
H -0.140 -2.679 -2.234  0.440


The following is a quantum chemistry calculation of 2 unconnected molecules or ions with the total composition C9H14O, from OMol25.

Values from the calculation:
Net charge: +1
Electronic energy, eV: -11598.602
Orbital gap (spin up / spin down), eV: 9.82 / 6.09
Multiplicity: 2
Highest occupied orbital energy (spin up / spin down), eV: -13.8 / -13.8

Last column: Mulliken charge in e.
Atoms and positions in Å:
C 0.272 -0.683 -3.451  -1.262
C 0.997 -1.733 0.050  -0.451
C 0.520 -1.743 -1.238  -0.654
C 1.837 -0.682 0.521  0.635
C 0.752 -0.598 -2.034  0.832
C 1.820 0.524 -0.191  -0.327
C 1.278 0.594 -1.462  -0.527
O 2.603 -0.770 1.606  -0.372
H 1.119 -2.675 0.560  0.382
H 0.029 -2.638 -1.567  0.428
H 2.406 -1.658 1.932  0.337
H 2.290 1.421 0.184  0.448
H -0.553 -1.398 -3.487  0.375
H 1.125 -1.033 -4.042  0.321
H 1.214 1.572 -1.941  0.431
H -0.208 0.232 -3.827  0.391
C -2.145 0.614 2.250  -0.544
C -2.143 2.149 2.368  -0.927
H -3.159 0.501 1.864  0.267
H -1.527 0.049 1.533  0.084
H -1.947 0.136 3.199  0.246
H -1.864 2.635 1.432  0.274
H -3.134 2.595 2.561  0.309
H -1.582 2.591 3.180  0.304


The following is a quantum chemistry calculation of 2 unconnected molecules or ions with the total composition C9H14O, from OMol25.

Values from the calculation:
Net charge: +1
Electronic energy, eV: -11598.390
Orbital gap (spin up / spin down), eV: 10.01 / 6.43
Multiplicity: 2
Highest occupied orbital energy (spin up / spin down), eV: -14.0 / -14.1

Last column: Mulliken charge in e.
Atoms and positions in Å:
C 1.013 1.736 -0.854  -0.569
C 2.275 2.015 -1.699  -1.013
H 0.998 0.664 -0.546  0.024
H 0.794 2.363 -0.002  0.371
H 0.207 1.509 -1.563  0.314
H 1.894 2.586 -2.548  0.290
H 2.550 1.076 -2.176  0.281
H 3.082 2.519 -1.189  0.334
C -0.875 -2.248 -1.376  -1.576
C 0.065 -0.922 2.029  -0.373
C 0.142 -1.684 0.872  -0.519
C -0.744 0.187 2.097  0.531
C -0.815 -1.405 -0.167  0.900
C -1.760 0.475 1.114  -0.695
C -1.710 -0.315 0.034  -0.190
O -0.809 0.887 3.227  -0.460
H 0.741 -1.269 2.794  0.425
H 0.762 -2.564 0.829  0.457
H 0.037 1.145 3.635  0.392
H -2.581 1.129 1.363  0.517
H 0.018 -2.801 -1.655  0.403
H -1.315 -1.688 -2.203  0.391
H -2.373 -0.334 -0.834  0.368
H -1.596 -3.061 -1.184  0.396


Energy above the lowest of the compared OMol25 structures with the same formula, charge and spin in eV, matching the order above: 1.146; 0.776; 1.711; 2.415; 0.965; 1.178